The following is a DFT calculation (the ωB97M-V functional and the def2-TZVPD basis) of a 2-piece molecular cluster, C4H12NO3 overall in a non-equilibrium geometry.

Summary:
**Energy above the lowest of the compared OMol25 structures with the same formula, charge and spin**: 223.0 kJ/mol
**Total charge**: +1
**LUMO energy**: -3.8 eV

Atoms and positions in Å:
O1 0.946 1.918 -1.183
H1 -0.307 -2.470 1.859
H2 -1.309 -1.348 -0.703
H3 1.841 -0.790 1.053
H4 0.982 -2.611 0.434
H5 -2.440 2.798 -0.402
H6 -2.136 2.835 1.196
H7 0.557 2.890 -0.973
C1 0.607 -0.310 -0.573
N1 1.820 -0.091 0.344
H8 1.682 0.848 0.867
H9 2.742 0.037 -0.147
C2 -0.080 -2.407 0.731
O2 -2.278 2.284 0.414
H10 1.017 -0.898 -1.572
C3 0.006 0.975 -1.152
H11 -0.838 -3.185 0.320
O3 -1.110 1.237 -1.439
C4 -0.534 -1.097 0.066
H12 -1.166 -0.613 0.863


The following is a DFT calculation (the ωB97M-V functional and the def2-TZVPD basis) of C41H48Cl2NOP3SW as an isolated structure in a non-equilibrium geometry.

Summary:
**Expectation value of S²**: 2.03
**Energy above the lowest of the compared OMol25 structures with the same formula, charge and spin**: 0.0 kJ/mol
**Spin multiplicity**: 3
**Total charge**: +2
**LUMO energy (alpha / beta)**: -5.3 / -5.5 eV

Atoms and positions in Å:
C1 -2.628 6.208 3.236
H1 -4.243 3.535 1.859
H2 2.056 4.276 -1.187
H3 1.701 4.068 -2.948
H4 3.141 -4.924 -3.917
C2 -1.687 5.526 4.017
C3 1.755 -0.182 -0.564
H5 5.170 1.067 -1.186
H6 -2.291 -3.991 -6.586
C4 -0.369 1.119 6.630
H7 -1.655 -7.513 -1.659
C5 -3.502 4.109 2.427
C6 -1.260 -6.611 -1.160
H8 6.173 -0.112 -0.263
H9 0.101 0.907 4.546
C7 -0.743 -0.984 -0.873
C8 0.150 0.070 -0.616
C9 2.456 0.675 0.469
C10 -1.653 -3.289 -4.617
H10 1.146 -4.815 -2.475
H11 -1.955 -5.308 -2.715
H12 4.298 2.252 2.646
H13 -1.105 1.430 8.642
H14 -4.043 1.643 5.471
C11 -0.064 -5.598 0.693
H15 -0.510 -7.680 0.552
C12 0.738 -2.684 -2.891
Cl1 -2.569 1.862 -0.241
H16 4.145 -0.553 3.100
C13 2.272 -1.665 -4.485
H17 -4.231 6.030 1.794
H18 4.609 2.915 1.010
C14 -0.189 -4.338 0.090
C15 2.575 -3.985 -3.843
H19 0.029 1.276 -3.124
C16 -3.429 -2.782 -3.052
N1 -0.987 1.206 2.314
H20 2.015 2.251 1.857
O1 2.116 -1.553 -0.194
H21 0.663 0.923 6.940
C17 -0.702 1.092 5.265
H22 -0.556 2.810 -3.908
H23 -1.768 -0.632 -1.220
C18 -0.600 -6.722 0.063
H24 0.539 -0.675 -3.628
C19 2.974 -2.863 -4.566
C20 -2.610 -3.658 -5.583
C21 -2.040 -2.829 -3.321
H25 2.607 -0.782 -5.033
C22 1.146 -1.580 -3.664
C23 4.392 -0.858 2.063
H26 -0.449 5.471 -1.046
H27 1.579 -2.197 -0.686
C24 -2.017 1.349 4.867
C25 -0.874 -4.186 -1.132
W1 -0.295 1.867 0.538
C26 -2.567 3.419 3.214
C27 1.698 3.587 -1.968
H28 0.442 -5.692 1.657
H29 -1.014 6.079 4.665
C28 -1.361 1.388 7.579
P1 -0.814 -2.554 -1.929
H30 -4.708 -3.833 -6.013
H31 5.873 1.996 1.866
H32 5.453 -1.213 2.029
S1 -2.438 1.588 3.104
C29 -1.651 4.133 3.967
H33 4.647 -0.665 -1.056
H34 -3.494 1.688 7.930
H35 0.235 -3.444 0.549
C30 -0.631 2.157 -3.019
C31 -4.384 -3.143 -4.015
H36 -2.684 7.299 3.281
H37 2.288 2.660 -1.993
C32 5.138 0.173 -0.537
H38 -0.465 0.504 2.810
H39 -5.451 -3.062 -3.793
H40 3.707 -1.655 1.720
C33 -1.411 -5.347 -1.756
P2 4.151 0.546 0.933
C34 1.450 -3.901 -3.015
H41 -0.891 3.593 4.549
H42 -0.591 -3.365 -4.918
C35 -3.025 1.500 5.837
H43 2.271 0.038 -1.537
P3 -0.022 3.162 -1.608
H44 -1.055 5.017 -2.696
C36 -0.983 4.705 -1.644
C37 1.667 1.606 1.083
H45 -1.989 4.541 -1.217
C38 4.792 2.057 1.683
Cl2 0.028 4.087 1.291
H46 -3.740 -2.456 -2.058
H47 3.856 -2.904 -5.182
C39 -2.699 1.551 7.195
H48 -1.672 1.856 -2.837
C40 -3.515 5.500 2.413
C41 -3.966 -3.582 -5.268


The following is a DFT calculation (the ωB97M-V functional and the def2-TZVPD basis) of an isolated molecule of C2HBrN2O2 in a non-equilibrium geometry.

Summary:
**Energy above the lowest of the compared OMol25 structures with the same formula, charge and spin**: 310.2 kJ/mol
**SMILES string**: N#C[C@@H](Br)[N+](=O)[O-]
**LUMO energy**: -0.7 eV

Atoms and positions in Å:
N1 0.251 0.711 -1.701
C1 1.313 -1.113 -0.336
C2 0.722 0.200 -0.328
O1 -0.927 0.862 -1.667
N2 1.895 -2.105 -0.428
H1 -0.244 -0.030 0.364
O2 1.023 0.917 -2.564
Br1 1.824 1.529 0.469